(1)
61
Properties=species:S:1:pos:R:3:lowdin_spin:R:1 method="wB97M-V/def2-TZVPD" homo_energy_ev="-6.579 / -8.073" total_energy_ev=-96593.86286 orbital_gap_ev="7.04 / 8.03" multiplicity=6 fmax_ev_per_a=6.83
H 0.10 -3.12 -0.97 0.000
C 1.90 -1.20 -4.75 0.036
C -0.55 0.76 2.46 0.000
H -1.03 -4.24 -4.82 0.000
C 1.55 1.93 2.45 -0.001
C 0.54 1.27 3.15 0.008
C -1.64 -1.95 -1.10 0.000
C -0.06 4.02 -4.15 0.048
C 3.07 0.75 -2.57 0.146
H 0.35 1.78 -6.29 0.001
C 2.61 4.68 -3.61 0.036
F -1.51 0.06 3.11 0.000
H -3.14 -0.45 -1.33 0.000
Mn 1.35 1.42 -2.95 3.776
H -3.96 -0.66 -3.43 0.000
H 2.82 -0.17 -2.00 0.033
H -0.20 4.79 -3.37 0.002
H 2.04 5.48 -3.13 0.001
H 3.48 4.41 -3.01 0.001
H -3.24 -4.85 -3.98 0.000
S 0.00 1.91 -1.36 0.217
H 3.24 1.94 -5.18 0.004
H 1.66 0.71 -6.72 0.004
H -0.94 3.35 -4.12 0.003
H -4.69 -2.99 -3.92 0.000
C -0.52 -3.28 -2.96 0.000
H 1.38 -2.12 -4.50 0.001
H 3.45 1.54 -1.91 0.031
H -1.34 -4.15 -1.19 0.000
H -2.01 -2.12 -0.07 0.000
C -0.85 -3.21 -1.51 0.000
F 0.58 1.14 4.49 0.002
C -3.61 -2.74 -3.88 0.000
H 2.37 3.23 -6.11 0.006
H -0.90 -1.13 -0.93 0.001
C -1.36 -3.84 -3.84 0.000
H 3.66 0.57 -3.48 0.022
F -1.81 0.60 0.48 0.006
H 0.49 -2.98 -3.22 0.000
C 0.34 1.63 0.36 0.050
P 1.58 3.20 -3.86 0.188
H 2.94 5.03 -4.60 0.005
F 2.54 2.62 0.41 0.003
C 2.25 2.39 -5.41 0.044
C -2.79 -1.35 -1.86 0.000
H -1.08 -0.63 -5.75 0.005
C -2.81 -4.00 -3.47 0.000
C 1.26 1.32 -5.90 0.041
P 0.80 0.24 -4.48 0.203
H -0.04 4.52 -5.13 0.005
H -3.33 -2.45 -4.92 0.000
F 2.60 2.43 3.16 0.000
H -2.92 -4.18 -2.39 0.000
C 1.49 2.05 1.06 0.013
C -3.40 -1.53 -3.04 0.000
H 2.19 -1.24 -5.81 0.003
H 2.80 -1.14 -4.13 0.001
H -1.63 0.39 -4.37 0.001
H -1.03 -1.24 -4.07 0.000
C -0.65 0.97 1.09 0.014
C -0.89 -0.35 -4.70 0.040

---

(2)
16
Properties=species:S:1:pos:R:3:lowdin_charge:R:1 method="wB97M-V/def2-TZVPD" smiles="C1=C[C@@H]2NC[C@H]2C1" homo_energy_ev=-8.460 total_energy_ev=-7852.66176 orbital_gap_ev=9.66 multiplicity=1 fmax_ev_per_a=6.86
H 1.70 0.51 1.23 0.083
H 0.53 -1.16 -0.91 0.150
H -1.88 1.21 -1.51 0.093
H -0.26 1.28 0.39 0.128
H -2.09 -0.52 1.63 0.129
C 1.47 -0.42 0.84 -0.081
N -1.14 0.61 -1.23 -0.020
C -0.99 -0.46 1.23 0.003
H 0.26 -1.32 2.83 0.099
H 2.22 -1.03 0.63 0.047
C -0.50 0.34 0.01 -0.527
C 0.69 -0.14 -0.45 -0.239
C 0.22 0.76 -1.88 -0.057
H 0.72 1.84 -1.76 0.120
H 0.18 0.35 -2.94 0.103
C 0.21 -0.98 1.75 -0.031

---

(3)
9
Properties=species:S:1:pos:R:3:lowdin_charge:R:1 method="wB97M-V/def2-TZVPD" smiles=N#CCNSBr homo_energy_ev=-9.367 total_energy_ev=-85979.07948 orbital_gap_ev=8.91 multiplicity=1 fmax_ev_per_a=4.66
C -0.82 1.23 -1.06 -0.215
H 1.60 0.44 0.09 0.097
N 0.77 -0.25 0.16 -0.478
H -0.18 -0.69 -1.65 0.147
C -0.36 -0.08 -0.69 -0.336
Br 0.40 -2.19 2.59 0.156
S 0.62 -0.11 1.88 0.357
H -1.08 -0.73 -0.18 0.112
N -0.94 2.36 -1.15 0.161

---

What did the first record say?
61
Properties=species:S:1:pos:R:3:lowdin_spin:R:1 method="wB97M-V/def2-TZVPD" homo_energy_ev="-6.579 / -8.073" total_energy_ev=-96593.86286 orbital_gap_ev="7.04 / 8.03" multiplicity=6 fmax_ev_per_a=6.83
H 0.10 -3.12 -0.97 0.000
C 1.90 -1.20 -4.75 0.036
C -0.55 0.76 2.46 0.000
H -1.03 -4.24 -4.82 0.000
C 1.55 1.93 2.45 -0.001
C 0.54 1.27 3.15 0.008
C -1.64 -1.95 -1.10 0.000
C -0.06 4.02 -4.15 0.048
C 3.07 0.75 -2.57 0.146
H 0.35 1.78 -6.29 0.001
C 2.61 4.68 -3.61 0.036
F -1.51 0.06 3.11 0.000
H -3.14 -0.45 -1.33 0.000
Mn 1.35 1.42 -2.95 3.776
H -3.96 -0.66 -3.43 0.000
H 2.82 -0.17 -2.00 0.033
H -0.20 4.79 -3.37 0.002
H 2.04 5.48 -3.13 0.001
H 3.48 4.41 -3.01 0.001
H -3.24 -4.85 -3.98 0.000
S 0.00 1.91 -1.36 0.217
H 3.24 1.94 -5.18 0.004
H 1.66 0.71 -6.72 0.004
H -0.94 3.35 -4.12 0.003
H -4.69 -2.99 -3.92 0.000
C -0.52 -3.28 -2.96 0.000
H 1.38 -2.12 -4.50 0.001
H 3.45 1.54 -1.91 0.031
H -1.34 -4.15 -1.19 0.000
H -2.01 -2.12 -0.07 0.000
C -0.85 -3.21 -1.51 0.000
F 0.58 1.14 4.49 0.002
C -3.61 -2.74 -3.88 0.000
H 2.37 3.23 -6.11 0.006
H -0.90 -1.13 -0.93 0.001
C -1.36 -3.84 -3.84 0.000
H 3.66 0.57 -3.48 0.022
F -1.81 0.60 0.48 0.006
H 0.49 -2.98 -3.22 0.000
C 0.34 1.63 0.36 0.050
P 1.58 3.20 -3.86 0.188
H 2.94 5.03 -4.60 0.005
F 2.54 2.62 0.41 0.003
C 2.25 2.39 -5.41 0.044
C -2.79 -1.35 -1.86 0.000
H -1.08 -0.63 -5.75 0.005
C -2.81 -4.00 -3.47 0.000
C 1.26 1.32 -5.90 0.041
P 0.80 0.24 -4.48 0.203
H -0.04 4.52 -5.13 0.005
H -3.33 -2.45 -4.92 0.000
F 2.60 2.43 3.16 0.000
H -2.92 -4.18 -2.39 0.000
C 1.49 2.05 1.06 0.013
C -3.40 -1.53 -3.04 0.000
H 2.19 -1.24 -5.81 0.003
H 2.80 -1.14 -4.13 0.001
H -1.63 0.39 -4.37 0.001
H -1.03 -1.24 -4.07 0.000
C -0.65 0.97 1.09 0.014
C -0.89 -0.35 -4.70 0.040